Record 1
{"formula": "C34H38BrHfN7O7S", "method": "wB97M-V/def2-TZVPD", "charge": 0, "elements": ["Hf", "C", "C", "N", "C", "S", "N", "N", "C", "C", "C", "C", "C", "C", "C", "N", "H", "H", "H", "H", "H", "H", "H", "H", "H", "H", "H", "H", "H", "C", "C", "N", "C", "C", "N", "C", "O", "O", "C", "O", "O", "H", "H", "H", "H", "H", "C", "C", "C", "C", "C", "C", "C", "C", "C", "C", "C", "C", "O", "H", "H", "H", "H", "H", "H", "H", "H", "H", "H", "H", "H", "H", "H", "H", "H", "H", "Br", "C", "C", "N", "C", "C", "C", "C", "O", "O", "H", "H", "H"], "positions_angstrom": [[-0.33, 0.39, -0.12], [5.12, 2.38, -2.41], [4.97, 1.46, -1.24], [4.07, 1.92, -0.19], [2.74, 1.76, -0.01], [1.93, 0.85, -1.25], [2.26, 2.21, 1.12], [0.99, 1.88, 1.35], [0.43, 2.48, 2.34], [1.06, 3.68, 3.02], [-0.75, 1.89, 2.97], [-0.95, 2.12, 4.32], [-1.95, 1.42, 4.95], [-2.73, 0.49, 4.25], [-2.47, 0.42, 2.89], [-1.51, 1.06, 2.25], [5.67, 1.97, -3.28], [4.14, 2.65, -2.86], [5.54, 3.26, -2.03], [4.66, 0.53, -1.63], [5.97, 1.37, -0.80], [4.55, 2.48, 0.49], [1.62, 4.31, 2.34], [0.23, 4.29, 3.48], [1.77, 3.31, 3.78], [-0.39, 2.86, 4.88], [-2.20, 1.57, 6.00], [-3.47, -0.01, 4.87], [-3.02, -0.29, 2.27], [-3.33, -2.35, 0.11], [-3.58, -0.95, -0.20], [-2.63, -0.01, -0.17], [-3.30, 1.18, -0.43], [-4.62, 0.92, -0.64], [-4.73, -0.44, -0.53], [-5.83, 1.74, -1.05], [-5.67, 3.05, -1.14], [-6.86, 1.16, -1.35], [-2.53, 2.42, -0.55], [-3.06, 3.51, -0.69], [-1.25, 2.18, -0.50], [-2.36, -2.53, 0.39], [-3.45, -2.97, -0.73], [-4.01, -2.66, 0.91], [-5.54, -1.03, -0.70], [-4.73, 3.34, -0.84], [0.54, -3.53, -0.21], [1.62, -3.21, -1.24], [2.83, -2.39, -0.56], [1.07, -2.59, -2.52], [1.55, -3.18, -3.68], [1.20, -2.75, -4.96], [0.22, -1.73, -5.03], [-0.39, -1.15, -3.90], [-1.50, -0.13, -4.18], [-2.80, -0.42, -3.36], [-1.08, 1.39, -4.04], [0.11, -1.53, -2.64], [-0.44, -0.87, -1.65], [1.04, -3.78, 0.73], [-0.08, -4.40, -0.40], [-0.13, -2.71, 0.01], [1.98, -4.18, -1.57], [2.35, -1.58, -0.04], [3.50, -2.07, -1.44], [3.42, -3.04, 0.12], [2.34, -3.88, -3.53], [1.66, -3.17, -5.87], [-0.12, -1.37, -6.01], [-1.73, -0.35, -5.18], [-3.59, 0.25, -3.77], [-2.59, -0.16, -2.33], [-3.09, -1.44, -3.43], [-0.81, 1.61, -2.98], [-1.99, 1.90, -4.34], [-0.27, 1.60, -4.73], [4.87, 0.50, 3.27], [3.37, -0.37, 3.90], [3.27, -0.67, 5.21], [2.20, -1.20, 5.71], [1.19, -1.51, 4.85], [1.24, -1.21, 3.47], [2.39, -0.63, 3.00], [0.04, -1.46, 2.52], [-0.94, -2.10, 2.80], [0.22, -0.94, 1.32], [4.08, -0.45, 5.89], [0.25, -1.90, 5.20], [2.52, -0.50, 1.94]], "mulliken_charge": [1.687, -1.142, -0.281, -0.108, 0.377, -0.605, -1.691, 1.053, 0.748, -1.975, 0.766, -1.507, -0.509, -1.325, 0.153, 0.428, 0.370, 0.250, 0.374, 0.003, 0.434, 0.346, 0.459, 0.522, 0.285, 0.488, 0.410, 0.441, 0.184, -1.455, -0.484, 1.082, 0.393, -0.215, 0.141, 0.447, -0.545, -0.623, 0.983, -0.917, -0.772, -0.150, 0.472, 0.435, 0.333, 0.412, -1.232, 0.369, -0.726, -0.167, -0.855, -1.543, -1.031, 0.274, 0.010, -1.264, -1.247, 0.750, 1.325, 0.459, 0.412, -0.562, 0.759, -0.200, 0.213, 0.432, 0.462, 0.345, 0.376, 0.851, 0.422, -0.150, 0.489, -0.022, 0.506, 0.384, -0.133, -0.190, -0.208, -0.650, -0.409, 0.207, 0.285, -0.019, -0.708, 0.763, 0.378, 0.526, 0.150]}


Record 2
{"formula": "C34H38BrN9OS2Sn", "method": "wB97M-V/def2-TZVPD", "charge": 2, "elements": ["Sn", "N", "C", "C", "C", "N", "H", "H", "H", "H", "H", "H", "H", "H", "H", "H", "C", "C", "C", "C", "C", "C", "C", "C", "S", "C", "N", "C", "C", "C", "C", "C", "C", "C", "C", "H", "H", "H", "H", "H", "H", "H", "H", "H", "H", "H", "H", "H", "H", "H", "H", "Br", "C", "C", "C", "N", "C", "C", "H", "H", "H", "H", "O", "N", "C", "C", "N", "C", "N", "C", "C", "C", "C", "N", "C", "S", "N", "C", "H", "H", "H", "H", "H", "H", "H", "H"], "positions_angstrom": [[-0.16, 0.31, 0.03], [1.91, 0.69, -1.12], [2.40, 2.09, -1.26], [1.50, 2.88, -2.19], [0.13, 3.19, -1.60], [-0.77, 2.00, -1.64], [2.57, 0.15, -0.56], [1.90, 0.25, -2.03], [3.42, 2.09, -1.64], [2.41, 2.55, -0.27], [1.40, 2.35, -3.14], [2.00, 3.83, -2.41], [-0.33, 4.02, -2.15], [0.23, 3.49, -0.56], [-0.87, 1.68, -2.60], [-1.69, 2.29, -1.33], [-0.53, -3.86, -5.48], [-1.27, -3.74, -4.13], [-2.04, -2.42, -4.11], [-2.29, -4.89, -4.00], [-0.25, -3.83, -3.00], [0.50, -5.02, -2.85], [1.47, -5.17, -1.89], [1.70, -4.10, -1.02], [2.88, -3.93, 0.23], [2.29, -2.34, 0.56], [1.29, -1.95, -0.18], [0.95, -2.92, -1.12], [0.00, -2.79, -2.14], [3.03, -1.52, 1.54], [4.41, -1.41, 1.38], [5.20, -0.69, 2.26], [4.60, -0.08, 3.35], [3.23, -0.18, 3.54], [2.45, -0.88, 2.63], [-1.24, -3.75, -6.30], [-0.04, -4.83, -5.59], [0.23, -3.08, -5.57], [-2.77, -2.41, -4.91], [-1.37, -1.57, -4.26], [-2.57, -2.30, -3.16], [-3.01, -4.83, -4.82], [-2.83, -4.82, -3.06], [-1.81, -5.87, -4.06], [0.32, -5.85, -3.52], [2.05, -6.08, -1.81], [-0.53, -1.85, -2.22], [4.87, -1.89, 0.52], [6.27, -0.63, 2.11], [5.19, 0.47, 4.07], [2.77, 0.27, 4.41], [-6.40, -3.01, -1.20], [-4.77, -2.12, -0.98], [-4.64, -0.80, -1.39], [-3.41, -0.18, -1.21], [-2.36, -0.80, -0.66], [-2.51, -2.07, -0.27], [-3.68, -2.77, -0.41], [-5.46, -0.26, -1.83], [-3.27, 0.85, -1.52], [-1.64, -2.54, 0.18], [-3.76, -3.79, -0.08], [1.07, -1.09, 2.80], [0.56, -0.49, 3.89], [-0.59, -0.94, 4.19], [-1.28, -0.30, 5.28], [-1.87, 0.24, 6.10], [-1.25, -2.03, 3.51], [-1.76, -2.90, 2.97], [-1.92, 6.19, 5.00], [-1.00, 5.59, 4.00], [0.27, 6.03, 3.72], [1.01, 5.36, 2.74], [0.53, 4.30, 2.09], [-0.70, 3.87, 2.36], [-1.42, 2.53, 1.59], [-1.44, 4.52, 3.30], [2.40, 5.79, 2.41], [-1.50, 7.10, 5.43], [-2.10, 5.48, 5.81], [-2.88, 6.42, 4.55], [0.68, 6.88, 4.24], [-2.37, 4.15, 3.49], [2.59, 6.80, 2.75], [2.57, 5.72, 1.33], [3.11, 5.12, 2.90]], "mulliken_charge": [1.082, -0.266, -0.778, -0.720, -0.365, -0.395, 0.120, 0.277, 0.464, 0.414, 0.326, 0.408, 0.484, -0.024, 0.222, 0.275, -1.686, 1.952, -1.728, -1.656, 0.055, -0.593, -1.397, 0.972, -0.190, -0.141, 0.615, -1.822, 0.905, -0.270, -0.489, -0.996, -0.572, -0.695, 1.469, 0.453, 0.368, 0.365, 0.539, 0.290, 0.227, 0.470, 0.322, 0.352, 0.470, 0.436, 0.356, 0.540, 0.477, 0.459, 0.553, -0.060, 0.047, -0.845, -0.303, 0.518, -0.227, -0.894, 0.482, 0.223, 0.528, 0.595, 0.155, -0.582, 0.944, -0.185, -0.362, 0.144, -0.399, -1.411, 0.751, -0.845, 0.964, -0.175, -0.006, -0.524, 0.047, -1.334, 0.364, 0.358, 0.390, 0.413, 0.287, 0.423, 0.313, 0.271]}


no.,HOMO level (eV)
1,-7.94
2,-13.20